Molecular formula: C35H53N3O4S
Method: DFT, wB97M-V/def2-TZVPD

Each line ends with the Löwdin charge.
CARTESIAN COORDINATES (ANGSTROEM)
C1 2.68786 -3.98549 3.77059  0.082
C2 3.05392 -3.00097 4.37916  -0.146
C3 3.56249 -1.73645 5.05055  -0.185
C4 2.95506 -0.54125 4.20883  -0.180
C5 3.71800 -0.49476 2.84791  -0.128
C6 3.92227 0.90840 2.25776  -0.096
C7 3.78778 1.09555 0.88045  -0.136
C8 3.42681 -0.02535 -0.09965  -0.155
C9 1.90302 -0.09907 -0.44454  -0.161
C10 1.69339 -1.41292 -1.27813  -0.199
C11 1.69927 -2.70682 -0.40812  -0.197
C12 0.76615 -2.66099 0.84239  -0.211
C13 -0.64854 -2.02016 0.59156  -0.201
C14 -1.75217 -3.06770 0.97269  -0.203
C15 -3.18303 -2.40399 0.89663  -0.205
C16 -3.67717 -1.89187 2.30311  -0.183
C17 -5.23781 -2.06330 2.40122  -0.202
C18 -6.00409 -0.69836 2.35092  -0.177
C19 -5.69071 0.13049 1.07147  -0.125
N1 -5.27351 1.51370 1.32660  -0.125
C20 -5.43860 2.31040 2.41414  -0.128
C21 -4.87097 3.57351 2.20211  -0.087
C22 -4.33372 3.48749 0.85177  -0.105
C23 -4.58079 2.20626 0.35622  -0.103
C24 4.01080 2.42966 0.26709  -0.017
C25 4.33428 3.52638 1.02055  -0.032
C26 4.49250 3.45360 2.45561  -0.361
N2 4.79319 4.40344 3.32621  -0.233
S1 4.84475 3.65393 4.79064  0.977
N3 4.49969 2.12823 4.34428  -0.262
C27 4.28696 2.08756 3.01998  -0.266
H1 2.36303 -4.62154 2.95444  0.029
H2 4.66039 -1.76546 4.89280  0.109
H3 3.28602 -1.69097 6.11599  0.108
H4 2.95828 0.40588 4.77097  0.084
H5 1.88641 -0.81612 4.06989  0.110
H6 4.68324 -1.04807 2.86967  0.134
H7 3.09401 -1.05346 2.12181  0.080
H8 4.01218 0.11220 -1.04094  0.102
H9 3.72240 -1.00916 0.31168  0.101
H10 1.65560 0.78591 -1.06558  0.113
H11 1.25369 -0.08980 0.45325  0.102
H12 0.77859 -1.37832 -1.89771  0.100
H13 2.55315 -1.47806 -1.98208  0.106
H14 2.71486 -2.98866 -0.05994  0.102
H15 1.33800 -3.53711 -1.05449  0.110
H16 0.58903 -3.68721 1.23255  0.094
H17 1.24482 -2.09489 1.67272  0.083
H18 -0.82926 -1.75307 -0.46904  0.106
H19 -0.72381 -1.10428 1.21142  0.112
H20 -1.68709 -3.94713 0.30122  0.113
H21 -1.55372 -3.34553 2.02849  0.100
H22 -3.13260 -1.57295 0.16331  0.097
H23 -3.86134 -3.18334 0.50157  0.099
H24 -3.21460 -2.56725 3.05325  0.100
H25 -3.34779 -0.85401 2.50504  0.118
H26 -5.62067 -2.71677 1.59253  0.102
H27 -5.48121 -2.52603 3.37703  0.104
H28 -7.09130 -0.91803 2.38148  0.107
H29 -5.76100 -0.16468 3.29193  0.099
H30 -4.88406 -0.38073 0.50918  0.105
H31 -6.56709 0.16703 0.38940  0.119
H32 -5.93522 1.97667 3.33371  0.110
H33 -4.84740 4.42700 2.88633  0.087
H34 -3.81411 4.29872 0.32963  0.087
H35 -4.28185 1.81950 -0.62190  0.111
H36 3.92830 2.53993 -0.82507  0.098
H37 4.48677 4.47647 0.48112  0.112
O1 -3.17672 0.02938 -3.38747  0.106
C28 -4.34739 0.02479 -3.65278  -0.530
O2 -5.24543 0.36505 -2.70814  -0.024
C29 -6.63612 0.58808 -2.96049  -0.234
C30 -7.41940 -0.70775 -2.91410  -0.063
C31 -4.84220 -0.44591 -4.99838  0.011
H38 -6.78168 1.13084 -3.89612  0.115
H39 -6.98238 1.24753 -2.16378  0.119
H40 -7.09180 -1.40246 -3.68893  0.068
H41 -8.48504 -0.51781 -3.04850  0.083
H42 -7.26861 -1.20727 -1.95553  0.077
H43 -4.93707 -1.53156 -4.98282  0.097
H44 -4.10792 -0.16287 -5.75023  0.091
H45 -5.78606 0.00100 -5.30298  0.070
O3 5.05363 -0.34753 -3.21556  0.098
C32 5.54967 0.61388 -3.73871  -0.522
O4 6.84412 0.58178 -4.09976  0.004
C33 7.47586 1.58544 -4.90094  -0.234
C34 7.97525 2.73599 -4.05150  -0.065
C35 4.77136 1.89519 -3.91411  0.016
H46 6.81606 1.91587 -5.70534  0.113
H47 8.32384 1.09563 -5.37938  0.123
H48 7.15496 3.24474 -3.54301  0.067
H49 8.50621 3.46479 -4.66524  0.082
H50 8.65010 2.36940 -3.27686  0.085
H51 4.83513 2.47849 -2.99557  0.078
H52 3.73002 1.63944 -4.10328  0.095
H53 5.09981 2.50006 -4.75616  0.071

Results
electronic energy = -2228.743425 Ha
lowest unoccupied orbital energy = -0.3 eV
molar mass = 611.89 g/mol
orbital gap = 7.64 eV



Molecular formula: C35H54ClFN2O12
Method: DFT, wB97M-V/def2-TZVPD

Each line ends with the Löwdin charge.
CARTESIAN COORDINATES (ANGSTROEM)
C1 6.50148 -1.29312 0.20946  -0.106
C2 5.38228 -0.29794 0.57664  -0.251
C3 4.18640 -0.99007 1.24023  -0.170
C4 2.90617 -0.15955 1.22827  -0.164
O1 2.04477 -0.67602 0.21033  -0.046
C5 0.91195 0.01343 -0.07699  -0.171
C6 0.93638 1.31106 -0.58352  -0.001
C7 -0.24362 1.94302 -0.96466  -0.023
C8 -1.49272 1.33390 -0.86838  -0.092
C9 -2.71273 2.08495 -1.35076  -0.107
C10 -3.42723 2.98921 -0.31615  -0.240
C11 -2.51953 3.47347 0.80697  -0.597
Cl1 -3.44153 4.46523 1.97285  0.578
C12 -1.52332 0.02413 -0.33385  -0.051
C13 -2.85635 -0.68202 -0.22864  -0.086
C14 -3.78651 -0.12412 0.86064  -0.144
N1 -3.80584 -0.89156 2.11558  -0.122
C15 -4.33932 -2.25099 1.94279  -0.225
C16 -4.14346 -3.10098 3.21067  -0.055
C17 -4.65163 -0.15538 3.04546  -0.477
C18 -3.95021 0.43837 4.23723  0.016
O2 -5.82979 -0.02617 2.85994  0.124
C19 -0.33106 -0.62874 0.05039  -0.004
C20 -0.30827 -2.05079 0.56806  -0.254
F1 -0.96651 -2.89674 -0.34898  -0.021
C21 -0.90426 -2.24506 1.94844  -0.174
C22 -0.01261 -1.64036 3.04208  -0.066
C23 0.12768 3.30881 -1.43885  -0.355
O3 -0.51801 4.08742 -2.07467  0.156
N2 1.48400 3.56207 -1.01888  0.051
C24 1.51019 4.41627 0.19298  -0.117
C25 2.50453 3.93822 1.24270  -0.129
C26 2.54574 4.91173 2.43005  -0.154
O4 1.87126 4.31962 3.55309  -0.025
C27 0.50420 4.32550 3.50113  -0.532
C28 -0.17954 5.67087 3.42891  0.013
O5 -0.09704 3.29284 3.56333  0.119
C29 2.05869 2.24693 -0.86978  -0.367
O6 3.21195 1.99905 -1.06242  0.148
H1 6.40796 -1.59751 -0.83503  0.071
H2 6.42391 -2.19880 0.81779  0.067
H3 7.49217 -0.86445 0.35996  0.065
H4 5.78977 0.45616 1.25493  0.107
H5 5.04247 0.20975 -0.32859  0.097
H6 4.45075 -1.22107 2.27717  0.117
H7 3.99723 -1.93947 0.73182  0.115
H8 3.15338 0.88625 1.02722  0.100
H9 2.39761 -0.20458 2.19918  0.117
H10 -2.38336 2.73187 -2.16318  0.109
H11 -3.43270 1.39546 -1.79648  0.116
H12 -4.31374 2.50918 0.10284  0.092
H13 -3.78519 3.87942 -0.83868  0.113
H14 -1.73344 4.11507 0.40552  0.055
H15 -2.05770 2.66560 1.37464  0.066
H16 -3.36569 -0.54560 -1.18639  0.123
H17 -2.69805 -1.75131 -0.13374  0.090
H18 -4.79993 0.00419 0.45904  0.132
H19 -3.42638 0.87483 1.12489  0.105
H20 -3.81709 -2.72783 1.11515  0.105
H21 -5.40282 -2.21918 1.67654  0.118
H22 -3.32062 -3.80789 3.07491  0.065
H23 -5.03372 -3.68740 3.43655  0.074
H24 -3.87867 -2.48204 4.06850  0.068
H25 -2.87368 0.49795 4.10047  0.078
H26 -4.36938 1.43095 4.41818  0.088
H27 -4.19221 -0.17464 5.10967  0.090
H28 0.73145 -2.37807 0.58242  0.146
H29 -0.99549 -3.32366 2.10717  0.122
H30 -1.89228 -1.78612 2.02455  0.075
H31 0.22518 -0.59701 2.80370  0.069
H32 -0.56356 -1.61046 3.98455  0.074
H33 0.91098 -2.20464 3.17710  0.078
H34 0.50657 4.37562 0.64023  0.114
H35 1.72738 5.44533 -0.09685  0.133
H36 3.49988 3.79871 0.81432  0.124
H37 2.17725 2.98104 1.66325  0.120
H38 3.56186 5.11709 2.76109  0.130
H39 2.07794 5.86481 2.16327  0.112
H40 0.52164 6.50212 3.44823  0.080
H41 -0.75355 5.71792 2.49988  0.067
H42 -0.87512 5.73957 4.26445  0.097
C30 1.59900 -0.41265 -3.54523  -0.012
O7 1.10880 -1.15557 -4.66483  0.002
C31 -0.17198 -0.93402 -4.95219  -0.617
O8 -0.91101 -0.17433 -4.38225  0.128
O9 -0.49802 -1.72463 -5.97578  -0.011
C32 -1.85781 -1.62008 -6.40633  -0.032
H43 2.63926 -0.69477 -3.41727  0.105
H44 1.52493 0.65741 -3.73488  0.102
H45 1.03365 -0.66945 -2.65074  0.088
H46 -2.07258 -0.61199 -6.75551  0.097
H47 -2.53645 -1.88160 -5.59663  0.098
H48 -1.96329 -2.32713 -7.22369  0.093
C33 1.13623 -4.63495 -5.55966  -0.026
O10 0.99200 -5.33634 -4.31793  0.011
C34 2.02875 -5.21174 -3.49470  -0.623
O11 3.03467 -4.58636 -3.70919  0.123
O12 1.76278 -5.89644 -2.38048  0.003
C35 2.79421 -5.83132 -1.39365  -0.040
H49 0.21435 -4.81006 -6.10609  0.094
H50 1.26289 -3.57054 -5.38388  0.074
H51 1.98168 -5.02302 -6.12521  0.100
H52 2.95692 -4.80223 -1.07737  0.091
H53 3.72349 -6.24499 -1.78093  0.097
H54 2.44006 -6.42688 -0.55756  0.093

Results
electronic energy = -2938.526777 Ha
lowest unoccupied orbital energy = -0.4 eV
molar mass = 749.27 g/mol
orbital gap = 8.76 eV